Density functional theory data (wB97M-V/def2-TZVPD) for 5 unconnected molecules or ions with the total composition C28H57Br3ClF3IN2O18P4.

Bonds (Å) are listed after each position.
Element x y z (Å)
1 C -1.377 5.408 -0.622  C2 1.576, H29 1.133, H30 1.118, H31 1.117
2 C -2.804 4.741 -0.544  C1 1.576, O3 1.427, H32 1.131, H33 1.129
3 O -3.089 4.076 0.685  C2 1.427, C4 1.418
4 C -2.276 2.935 0.911  O3 1.418, C5 1.583, H34 1.128, H35 1.129
5 C -2.701 1.642 0.105  C4 1.583, C6 1.549, H36 1.123, H37 1.127
6 C -2.165 1.550 -1.346  C5 1.549, C7 1.461, N27 1.410
7 C -2.923 1.471 -2.593  C6 1.461, C8 1.549, N17 1.422
8 C -4.471 1.480 -2.614  C7 1.549, C9 1.598, H38 1.120, H39 1.127
9 C -5.073 2.904 -3.016  C8 1.598, C10 1.566, H40 1.129, H41 1.117
10 C -6.411 3.255 -2.282  C9 1.566, F11 1.396, Br12 1.984, C13 1.598
11 F -6.081 3.847 -1.062  C10 1.396
12 Br -7.597 1.684 -2.033  C10 1.984
13 C -7.248 4.291 -3.165  C10 1.598, F14 1.371, F15 1.393, Br16 1.953
14 F -6.401 5.294 -3.562  C13 1.371
15 F -7.709 3.567 -4.262  C13 1.393
16 Br -8.823 4.941 -2.210  C13 1.953
17 N -1.992 1.430 -3.669  C7 1.422, C18 1.468, C22 1.377
18 C -2.632 1.393 -4.990  N17 1.468, C19 1.563, H42 1.127, H43 1.126
19 C -1.739 0.958 -6.197  C18 1.563, O20 1.195, Br21 1.952
20 O -1.039 1.789 -6.694  C19 1.195
21 Br -1.691 -0.826 -6.987  C19 1.952
22 C -0.690 1.482 -3.224  N17 1.377, C23 1.544, N27 1.370
23 C 0.554 1.487 -4.137  C22 1.544, C24 1.563, H44 1.126, H45 1.131
24 C 1.958 1.395 -3.457  C23 1.563, C25 1.579, H46 1.127, H47 1.126
25 C 2.367 -0.008 -2.859  C24 1.579, I26 2.156, H48 1.126, H49 1.125
26 I 0.953 -1.608 -3.159  C25 2.156
27 N -0.853 1.526 -1.864  C6 1.410, C22 1.370, Cl28 1.703
28 Cl 0.393 1.554 -0.703  N27 1.703
29 H -0.622 4.566 -0.699  C1 1.133
30 H -1.221 6.039 -1.531  C1 1.118
31 H -1.160 5.928 0.342  C1 1.117
32 H -3.011 4.113 -1.461  C2 1.131
33 H -3.546 5.589 -0.615  C2 1.129
34 H -1.170 3.136 0.811  C4 1.128
35 H -2.410 2.673 2.001  C4 1.129
36 H -2.444 0.709 0.673  C5 1.123
37 H -3.824 1.684 0.016  C5 1.127
38 H -4.859 1.103 -1.633  C8 1.120
39 H -4.857 0.761 -3.392  C8 1.127
40 H -5.321 2.848 -4.117  C9 1.129
41 H -4.287 3.691 -2.912  C9 1.117
42 H -3.528 0.710 -4.981  C18 1.127
43 H -3.053 2.416 -5.200  C18 1.126
44 H 0.474 0.701 -4.940  C23 1.126
45 H 0.529 2.464 -4.707  C23 1.131
46 H 2.723 1.679 -4.234  C24 1.127
47 H 2.060 2.175 -2.651  C24 1.126
48 H 3.325 -0.322 -3.362  C25 1.126
49 H 2.641 0.077 -1.772  C25 1.125
50 C 8.948 1.419 -2.436  O51 1.427, H58 1.091, H59 1.090, H60 1.090
51 O 8.039 1.869 -3.439  C50 1.427, P52 1.590
52 P 7.598 0.873 -4.598  O51 1.590, O53 1.470, O54 1.593, O56 1.590
53 O 7.968 -0.538 -4.418  P52 1.470
54 O 8.163 1.549 -5.924  P52 1.593, C55 1.425
55 C 9.578 1.583 -6.097  O54 1.425, H61 1.092, H62 1.091, H63 1.088
56 O 6.037 1.154 -4.708  P52 1.590, C57 1.425
57 C 5.318 0.398 -5.678  O56 1.425, H64 1.092, H65 1.091, H66 1.090
58 H 9.945 1.805 -2.653  C50 1.091
59 H 8.619 1.813 -1.474  C50 1.090
60 H 8.986 0.332 -2.368  C50 1.090
61 H 10.059 0.724 -5.625  C55 1.092
62 H 9.972 2.506 -5.668  C55 1.091
63 H 9.796 1.565 -7.163  C55 1.088
64 H 5.319 -0.659 -5.405  C57 1.092
65 H 5.756 0.525 -6.668  C57 1.091
66 H 4.289 0.756 -5.700  C57 1.090
67 C 3.119 -1.879 4.564  O68 1.428, H75 1.091, H76 1.090, H77 1.090
68 O 1.802 -2.330 4.248  C67 1.428, P69 1.589
69 P 1.543 -3.090 2.877  O68 1.589, O70 1.470, O71 1.600, O73 1.585
70 O 2.736 -3.498 2.123  P69 1.470
71 O 0.550 -2.120 2.081  P69 1.600, C72 1.419
72 C 1.070 -0.879 1.632  O71 1.419, H78 1.093, H79 1.093, H80 1.088
73 O 0.585 -4.272 3.323  P69 1.585, C74 1.427
74 C 0.154 -5.172 2.304  O73 1.427, H81 1.091, H82 1.092, H83 1.088
75 H 3.189 -0.807 4.374  C67 1.091
76 H 3.299 -2.060 5.624  C67 1.090
77 H 3.886 -2.400 3.992  C67 1.090
78 H 2.136 -0.950 1.400  C72 1.093
79 H 0.913 -0.120 2.402  C72 1.093
80 H 0.534 -0.585 0.731  C72 1.088
81 H 1.005 -5.733 1.915  C74 1.091
82 H -0.333 -4.628 1.492  C74 1.092
83 H -0.560 -5.868 2.740  C74 1.088
84 C -7.184 -2.171 -2.184  O85 1.427, H92 1.091, H93 1.090, H94 1.090
85 O -6.199 -2.172 -1.152  C84 1.427, P86 1.593
86 P -5.020 -3.242 -1.199  O85 1.593, O87 1.470, O88 1.592, O90 1.589
87 O -4.885 -4.003 -2.449  P86 1.470
88 O -5.250 -4.127 0.104  P86 1.592, C89 1.426
89 C -6.401 -4.968 0.137  O88 1.426, H95 1.092, H96 1.091, H97 1.088
90 O -3.757 -2.365 -0.800  P86 1.589, C91 1.428
91 C -2.498 -3.036 -0.753  O90 1.428, H98 1.091, H99 1.091, H100 1.090
92 H -8.092 -2.652 -1.818  C84 1.091
93 H -7.412 -1.136 -2.440  C84 1.090
94 H -6.840 -2.680 -3.084  C84 1.090
95 H -6.672 -5.314 -0.862  C89 1.092
96 H -7.237 -4.420 0.575  C89 1.091
97 H -6.178 -5.833 0.759  C89 1.088
98 H -2.213 -3.368 -1.754  C91 1.091
99 H -2.542 -3.892 -0.078  C91 1.091
100 H -1.748 -2.336 -0.386  C91 1.090
101 C 1.396 -3.277 8.390  O102 1.426, H109 1.091, H110 1.090, H111 1.090
102 O 1.489 -2.005 9.030  C101 1.426, P103 1.592
103 P 2.856 -1.575 9.722  O102 1.592, O104 1.471, O105 1.594, O107 1.587
104 O 4.024 -2.424 9.439  P103 1.471
105 O 2.481 -1.446 11.266  P103 1.594, C106 1.424
106 C 2.164 -2.643 11.969  O105 1.424, H112 1.092, H113 1.092, H114 1.088
107 O 3.001 -0.060 9.274  P103 1.587, C108 1.427
108 C 4.158 0.637 9.734  O107 1.427, H115 1.091, H116 1.091, H117 1.089
109 H 0.866 -3.971 9.042  C101 1.091
110 H 0.829 -3.155 7.467  C101 1.090
111 H 2.375 -3.687 8.141  C101 1.090
112 H 2.707 -3.500 11.567  C106 1.092
113 H 1.090 -2.827 11.904  C106 1.092
114 H 2.439 -2.513 13.014  C106 1.088
115 H 5.057 0.205 9.292  C108 1.091
116 H 4.223 0.597 10.822  C108 1.091
117 H 4.076 1.678 9.424  C108 1.089

The calculation puts the gap between HOMO and LUMO at 8.583 eV. Its net charge is +1.

Löwdin atomic charge list, values in e, 99 entries: number 1, C, carries -0.06; number 2, C, carries -0.26; number 3, O, carries -0.14; number 4, C, carries -0.22; number 5, C, carries -0.06; number 6, C, carries -0.14; number 7, C, carries -0.09; number 8, C, carries -0.13; number 9, C, carries -0.14; number 10, C, carries -0.74; number 11, F, carries -0.02; number 12, Br, carries 0.86; number 13, C, carries -0.88; number 14, F, carries 0.05; number 15, F, carries -0.04; number 16, Br, carries 0.82; number 17, N, carries 0.05; number 18, C, carries -0.07; number 19, C, carries -0.78; number 20, O, carries 0.03; number 21, Br, carries 0.76; number 22, C, carries -0.19; number 23, C, carries -0.17; number 24, C, carries -0.28; number 25, C, carries -0.62; number 26, I, carries 0.84; number 27, N, carries -0.34; number 28, Cl, carries 0.90; number 29, H, carries 0.05; number 30, H, carries 0.09; number 31, H, carries 0.09; number 32, H, carries 0.09; number 33, H, carries 0.13; number 34, H, carries 0.08; number 35, H, carries 0.14; number 36, H, carries 0.13; number 37, H, carries 0.13; number 38, H, carries 0.10; number 39, H, carries 0.12; number 40, H, carries 0.13; number 41, H, carries 0.11; number 42, H, carries 0.13; number 43, H, carries 0.16; number 44, H, carries 0.08; number 45, H, carries 0.14; number 46, H, carries 0.11; number 47, H, carries 0.09; number 48, H, carries 0.04; number 49, H, carries 0.04; number 50, C, carries -0.09; number 51, O, carries -0.20; number 52, P, carries 0.36; number 53, O, carries -0.23; number 54, O, carries -0.22; number 55, C, carries -0.09; number 56, O, carries -0.21; number 57, C, carries -0.10; number 58, H, carries 0.09; number 59, H, carries 0.09; number 60, H, carries 0.08; number 61, H, carries 0.09; number 62, H, carries 0.09; number 63, H, carries 0.09; number 64, H, carries 0.09; number 65, H, carries 0.09; number 66, H, carries 0.07; number 67, C, carries -0.08; number 68, O, carries -0.20; number 69, P, carries 0.37; number 70, O, carries -0.22; number 71, O, carries -0.22; number 72, C, carries -0.13; number 73, O, carries -0.20; number 74, C, carries -0.09; number 75, H, carries 0.09; number 76, H, carries 0.09; number 77, H, carries 0.08; number 78, H, carries 0.09; number 79, H, carries 0.09; number 80, H, carries 0.01; number 81, H, carries 0.09; number 82, H, carries 0.07; number 83, H, carries 0.09; number 84, C, carries -0.10; number 85, O, carries -0.21; number 86, P, carries 0.36; number 87, O, carries -0.23; number 88, O, carries -0.21; number 89, C, carries -0.09; number 90, O, carries -0.22; number 91, C, carries -0.10; number 92, H, carries 0.10; number 93, H, carries 0.02; number 94, H, carries 0.08; number 95, H, carries 0.09; number 96, H, carries 0.09; number 97, H, carries 0.09; number 98, H, carries 0.09; number 99, H, carries 0.09